--- A ---
Density functional theory data (ωB97M-V/def2-TZVPD) for C5H6N2 in the gas phase.

Geometry as XYZ:
```
13
Properties=species:S:1:pos:R:3
C -2.71 -0.90 0.28
C -1.96 0.03 0.31
C -0.95 1.05 0.12
N 0.07 0.86 -0.54
N 0.79 -0.18 -1.11
C 1.68 -0.69 -0.41
C 2.20 -0.11 0.95
H -3.30 -2.04 0.17
H -1.32 2.13 0.27
H 2.41 -1.70 -0.64
H 2.20 1.00 0.80
H 3.10 -0.53 1.63
H 1.39 0.15 1.83
```

Results
* structure (SMILES): C#C/C=N\N=C/C
* HOMO-LUMO gap: 9.81 eV
* E_LUMO: 0.8 eV
* HOMO: -9.04 eV

Mulliken population analysis, charges in e, atoms 1 to 2: number 1, C, carries 0.186; number 2, C, carries -0.286

--- B ---
Density functional theory data (ωB97M-V/def2-TZVPD) for a molecular structure, C5H6N2.

Geometry as XYZ:
```
13
Properties=species:S:1:pos:R:3
N 1.30 -0.55 1.47
C 1.72 0.10 0.55
C 1.14 0.47 -0.71
C -0.14 -0.39 -1.01
C -0.75 -0.76 0.25
C -0.99 0.74 0.46
N -0.20 1.07 -0.77
H 1.76 0.77 -1.55
H -0.21 -0.84 -2.00
H -1.50 -1.53 0.39
H 0.53 -1.37 1.30
H -2.01 1.05 0.24
H -0.65 1.24 1.38
```

Results
* HOMO-LUMO gap (spin up / spin down): 8.35 / 8.35 eV
* E_LUMO (spin up / spin down): 0.3 / 0.3 eV
* HOMO (spin up / spin down): -8.00 / -8.00 eV

Mulliken population analysis, charges in e, atoms 1 to 2: number 1, N, carries -0.439; number 2, C, carries 0.141

Which structure is most stable? B, by 0.870 eV over the runner-up.